The following is a quantum chemistry calculation of C7H23FN7O4Sr as an isolated structure at a distorted geometry, from OMol25.

The calculation puts the largest force on an atom at 0.03528 hartree/bohr. The value obtained for the gap between HOMO and LUMO is 0.2590 hartree.

Structure (ORCA input):
```
! RIJCOSX wB97M-V def2-TZVPD def2/J DEFGRID3
* xyz 1 1
Sr -1.3033 1.1983 -0.1104
F 0.0065 -0.8720 -0.2337
C -0.0260 4.7232 2.8455
C -0.2557 3.4807 2.0192
C 0.1741 2.2650 2.8246
O -0.0090 1.0185 2.1516
C -0.1398 -0.1522 2.9915
N -1.6981 3.4436 1.5781
H 0.9978 4.8137 3.2215
H -0.6205 4.7328 3.7659
H -0.2329 5.6601 2.3281
H 0.4024 3.5793 1.1435
H -0.4898 2.2587 3.7018
H 1.2059 2.3342 3.1685
H 0.5802 -0.8461 2.5534
H -1.1331 -0.5710 2.8553
H 0.2296 0.0221 3.9985
H -2.2769 3.3522 2.4078
H -1.8142 4.3816 1.2083
C 1.3551 -1.1099 -4.1854
O 1.6152 -1.0337 -5.3757
N 1.1034 -0.0258 -3.3968
N 1.2908 -2.3327 -3.5558
H 1.1808 0.8972 -3.7761
H 0.5540 -0.1940 -2.5688
H 1.6026 -3.0755 -4.1559
H 0.7613 -2.5068 -2.7232
C 2.7657 -3.2496 0.3838
O 3.7489 -3.9624 0.3803
N 2.6785 -2.1089 -0.3874
N 1.7160 -3.3778 1.2665
H 3.3418 -2.0218 -1.1361
H 1.7984 -1.6188 -0.4576
H 1.0322 -2.6493 1.3255
H 1.7160 -4.1488 1.9065
C -2.4467 -1.1437 -2.3415
O -1.8602 -0.0641 -2.5191
N -3.4618 -1.5458 -3.1594
N -2.1806 -1.9342 -1.2679
H -3.8369 -0.8758 -3.8111
H -4.1655 -2.1730 -2.8048
H -1.2658 -1.7414 -0.8377
H -2.6402 -2.8263 -1.2212
*
```

natural (NBO) atomic charge list, values in e, 2 entries:
1 Sr 1.906
2 F -0.910

***

The following is a quantum chemistry calculation of a 4-piece molecular cluster, C7H23NO3 overall at a distorted geometry, from OMol25.

The calculation puts the largest force on an atom at 0.17952 hartree/bohr. The value obtained for the gap between HOMO and LUMO is 0.3138 hartree.

Structure (ORCA input):
```
! RIJCOSX wB97M-V def2-TZVPD def2/J DEFGRID3
* xyz 0 1
C 0.9125 0.2609 0.6592
C 2.3122 0.0163 1.0765
C 2.5239 -1.3884 1.5833
C 0.8968 -0.1283 -0.7895
N -0.4081 -0.2986 -1.3765
C -1.2819 -1.3126 -0.7395
C -2.0891 -0.8754 0.6207
C -1.0115 1.0434 -1.7134
H 0.2382 -0.2941 1.3473
H 0.5968 1.2512 0.7370
H 2.9112 0.4519 0.1512
H 2.6743 0.7358 1.8893
H 3.3084 -1.8192 0.9978
H 3.0020 -1.3166 2.6101
H 1.6282 -2.0432 1.6022
H 1.4846 0.6035 -1.3579
H 1.4661 -1.0334 -0.9442
H -1.9780 -1.5616 -1.6036
H -0.7308 -2.1811 -0.4096
H -1.9356 -1.5989 1.4067
H -2.0354 0.2571 0.8018
H -3.0862 -0.8352 0.2028
H -0.7012 1.4182 -2.7265
H -2.0618 0.8934 -1.7989
H -0.8614 1.9551 -1.2733
H 1.2932 0.3305 -4.5510
H -0.1148 0.1155 -3.9822
O 0.5227 0.6929 -4.5000
H -2.6705 3.1803 -0.5490
H -2.0263 4.1803 0.6298
O -1.8692 3.5149 -0.0071
H -0.7877 -0.7099 3.7260
H -0.1370 -2.2894 4.1211
O 0.0156 -1.2155 4.1594
*
```

natural (NBO) atomic charge list, values in e, 2 entries:
1 C -0.438
2 C -0.393

***

The following is a quantum chemistry calculation of a 5-piece molecular cluster, C7H23NO4 overall at a distorted geometry, from OMol25.

The calculation puts the largest force on an atom at 0.08040 hartree/bohr. The value obtained for the gap between HOMO and LUMO is 0.3020 hartree.

Structure (ORCA input):
```
! RIJCOSX wB97M-V def2-TZVPD def2/J DEFGRID3
* xyz 0 1
C 3.1202 1.9568 2.4930
C 2.1218 0.9942 1.8421
C 2.3126 0.3535 0.4792
C 1.1872 0.3084 -0.5507
C 0.1456 1.1639 -0.4295
N -1.0192 1.0607 -1.2131
C 1.2033 -0.7861 -1.4838
C 1.0172 -2.2011 -0.6932
H 3.2505 2.8672 1.8954
H 2.8973 2.0981 3.5311
H 3.9903 1.3256 2.6714
H 1.1056 1.4977 1.8873
H 2.0371 0.1020 2.6500
H 3.2980 0.6451 -0.0912
H 2.4987 -0.6948 0.6764
H 0.1384 1.9041 0.3559
H -1.5923 1.9420 -1.3297
H -1.6403 0.1240 -1.0119
H 2.2059 -0.8328 -2.0750
H 0.5479 -0.7192 -2.3608
H 0.5733 -2.0384 0.2961
H 2.0262 -2.6660 -0.3473
H 0.4335 -2.9096 -1.2932
H -2.2993 0.4338 3.0386
H -3.8533 0.3775 2.9889
O -3.0227 -0.0101 2.6286
H -0.8871 0.9470 -3.0189
H -1.1651 1.3740 -4.5061
O -1.5181 0.8191 -3.7823
H -2.0312 -1.1914 -2.5341
H -3.0796 -1.6133 -1.5088
O -2.0626 -1.6463 -1.6076
H -3.8047 -0.9260 1.0295
H -3.7825 -2.4354 0.8403
O -4.3526 -1.6242 0.5335
*
```

natural (NBO) atomic charge list, values in e, 2 entries:
1 C -0.614
2 C -0.380

***

The following is a quantum chemistry calculation of a 5-piece molecular cluster, C7H23NO4 overall at a distorted geometry, from OMol25.

The calculation puts the largest force on an atom at 0.05592 hartree/bohr. The value obtained for the gap between HOMO and LUMO is 0.3230 hartree.

Structure (ORCA input):
```
! RIJCOSX wB97M-V def2-TZVPD def2/J DEFGRID3
* xyz 0 1
C -0.2107 -2.0263 3.6665
C -0.1928 -0.9669 2.5723
C -0.4054 -1.5924 1.1972
C -0.3690 -0.5558 0.0995
C 0.5609 -0.6579 -0.8591
N 0.6012 0.1572 -2.0155
C -1.4162 0.5259 0.1534
C -0.8462 1.8491 0.6259
H 0.5936 -2.7868 3.5772
H -0.0619 -1.5671 4.6556
H -1.1595 -2.5581 3.6716
H 0.8247 -0.4157 2.6589
H -0.9503 -0.2490 2.7585
H 0.3408 -2.4215 1.0079
H -1.4772 -2.0838 1.1369
H 1.3280 -1.4677 -0.8397
H 1.5508 0.5098 -2.3200
H -0.0205 0.9156 -2.0527
H -2.2337 0.2673 0.8018
H -1.8135 0.6778 -0.8612
H -0.3693 1.7782 1.5985
H -1.6177 2.6759 0.6682
H -0.0610 2.2788 -0.0356
H 1.5025 0.8387 0.7601
H 2.7193 0.1209 1.2655
O 2.4388 0.9626 0.9769
H -0.5350 -0.7515 -3.5142
H -1.8136 -1.4884 -3.4760
O -1.3347 -0.8576 -3.9708
H -1.8752 0.7234 -3.4361
H -2.0256 2.2134 -3.6521
O -1.9141 1.5785 -2.9973
H 2.9621 1.3761 -0.6365
H 4.0985 1.5373 -1.6456
O 3.1820 1.4599 -1.5400
*
```

natural (NBO) atomic charge list, values in e, 2 entries:
1 C -0.603
2 C -0.399

***

Relative energy (zero: lowest compared OMol25 entry of this formula, charge and spin): 0.0, 89.2, 49.0, 0.0 (kcal/mol)